1.
The following is a quantum chemistry calculation of 12 unconnected molecules or ions with the total composition C36H81O39P3 in a non-equilibrium geometry, from the OMol25 dataset.

Structure (SMILES) ... COP(=O)(OC)OC.COP(=O)(OC)OC.COP(=O)(OC)OC.COC(=O)OC.COC(=O)OC.COC(=O)OC.COC(=O)OC.COC(=O)OC.COC(=O)OC.COC(=O)OC.COC(=O)OC.COC(=O)OC
Kohn-Sham gap ... 10.651 eV
E ... -5378.95905 hartree
Relative energy (zero: lowest compared OMol25 entry of this formula, charge and spin) ... 49.67 kcal/mol
Spin multiplicity ... 1
Molecular weight ... 1230.9 g/mol

Geometry (Å):
C -6.032 -22.614 -8.577
O -6.030 -21.692 -7.487
P -6.891 -21.910 -6.157
O -6.722 -20.800 -5.227
O -8.401 -22.348 -6.520
C -9.254 -21.165 -6.805
O -6.278 -23.310 -5.610
C -6.533 -23.743 -4.282
H -5.547 -22.227 -9.504
H -7.091 -22.781 -8.883
H -5.626 -23.574 -8.200
H -8.928 -20.752 -7.738
H -9.156 -20.473 -5.976
H -10.294 -21.474 -6.881
H -6.321 -22.915 -3.599
H -5.851 -24.521 -4.116
H -7.563 -23.925 -4.046
C -3.245 -20.737 -6.195
O -2.841 -21.750 -7.194
P -1.409 -22.349 -7.228
O -1.350 -23.585 -8.068
O -0.543 -21.072 -7.634
C 0.905 -21.240 -7.684
O -0.883 -22.667 -5.784
C -0.440 -23.905 -5.224
H -3.924 -21.290 -5.559
H -3.757 -20.005 -6.817
H -2.379 -20.271 -5.633
H 1.139 -21.983 -8.445
H 1.309 -21.541 -6.733
H 1.277 -20.217 -7.976
H 0.489 -23.747 -4.751
H -0.435 -24.601 -6.090
H -1.190 -24.107 -4.433
C -3.918 -25.417 -6.440
O -4.569 -26.642 -6.963
P -5.794 -27.200 -6.113
O -5.490 -27.095 -4.680
O -7.016 -26.176 -6.461
C -7.306 -25.940 -7.805
O -6.083 -28.458 -6.924
C -5.483 -29.741 -6.745
H -4.650 -24.551 -6.412
H -3.154 -25.179 -7.168
H -3.509 -25.603 -5.473
H -7.974 -25.117 -7.790
H -7.953 -26.690 -8.225
H -6.470 -25.776 -8.456
H -5.329 -29.920 -5.668
H -4.597 -29.896 -7.377
H -6.239 -30.461 -7.007
C -3.429 -24.866 -13.298
O -2.636 -23.841 -12.815
C -3.147 -23.070 -11.863
O -4.193 -23.312 -11.339
O -2.302 -22.044 -11.601
C -2.851 -21.196 -10.585
H -3.674 -24.777 -14.349
H -4.463 -24.972 -12.893
H -3.011 -25.843 -13.127
H -2.209 -20.321 -10.542
H -2.943 -21.672 -9.618
H -3.870 -20.798 -10.766
C -3.071 -28.195 -3.745
O -2.500 -28.913 -4.798
C -1.873 -28.149 -5.714
O -1.604 -26.994 -5.555
O -1.580 -28.930 -6.732
C -0.790 -28.246 -7.815
H -3.776 -28.852 -3.220
H -3.628 -27.386 -4.182
H -2.259 -27.777 -3.060
H -1.302 -27.293 -8.005
H -0.811 -28.919 -8.697
H 0.230 -28.111 -7.462
C -11.108 -33.786 -5.073
O -9.822 -33.231 -4.671
C -8.837 -33.402 -5.551
O -8.921 -34.004 -6.548
O -7.702 -32.911 -5.054
C -7.781 -32.410 -3.698
H -11.335 -33.454 -6.081
H -11.739 -33.359 -4.322
H -11.196 -34.861 -4.820
H -6.797 -31.950 -3.569
H -7.894 -33.164 -2.813
H -8.552 -31.695 -3.583
C -8.107 -21.957 -11.310
O -9.052 -22.064 -10.262
C -9.871 -23.105 -10.282
O -10.331 -23.541 -9.268
O -9.904 -23.593 -11.548
C -10.776 -24.729 -11.701
H -7.550 -22.880 -11.378
H -7.374 -21.204 -10.961
H -8.512 -21.719 -12.295
H -10.024 -25.487 -11.927
H -11.375 -24.445 -12.612
H -11.265 -25.041 -10.810
C -10.281 -26.083 -5.066
O -11.195 -26.518 -4.019
C -10.724 -26.415 -2.796
O -9.683 -25.901 -2.375
O -11.658 -26.989 -2.022
C -11.380 -26.995 -0.586
H -9.876 -25.111 -4.815
H -10.927 -26.004 -5.984
H -9.575 -26.902 -5.167
H -10.313 -27.160 -0.392
H -11.926 -27.831 -0.156
H -11.707 -26.050 -0.195
C -10.919 -29.828 -3.894
O -11.053 -29.847 -5.315
C -9.941 -29.766 -6.003
O -8.814 -29.760 -5.458
O -10.244 -29.714 -7.311
C -9.206 -29.991 -8.275
H -10.566 -30.815 -3.562
H -11.891 -29.498 -3.611
H -10.212 -29.154 -3.536
H -9.524 -29.365 -9.183
H -9.327 -31.064 -8.537
H -8.227 -29.699 -7.944
C -7.283 -28.150 -2.738
O -7.966 -29.024 -1.895
C -7.691 -29.072 -0.613
O -8.226 -29.794 0.217
O -6.752 -28.170 -0.311
C -6.172 -28.347 1.042
H -6.197 -28.286 -2.730
H -7.444 -27.074 -2.565
H -7.630 -28.416 -3.729
H -6.860 -27.963 1.807
H -5.132 -27.909 0.955
H -5.940 -29.369 1.183
C -4.055 -26.456 -9.889
O -5.374 -26.110 -10.434
C -5.696 -26.615 -11.631
O -4.957 -27.196 -12.398
O -6.980 -26.299 -11.846
C -7.524 -26.645 -13.056
H -4.029 -27.462 -9.491
H -3.875 -25.682 -9.186
H -3.455 -26.429 -10.803
H -6.740 -26.612 -13.856
H -8.355 -25.977 -13.349
H -7.918 -27.633 -13.023
C -2.336 -31.042 -2.346
O -3.206 -32.034 -1.891
C -4.411 -31.630 -1.473
O -4.842 -30.500 -1.681
O -4.954 -32.624 -0.799
C -6.126 -32.406 -0.046
H -2.055 -30.285 -1.529
H -2.585 -30.589 -3.279
H -1.387 -31.428 -2.521
H -6.520 -33.364 0.249
H -6.795 -31.745 -0.570
H -5.897 -31.791 0.781

Results of the Löwdin charge analysis, in e, for atoms 1 through 99: C -0.07; O -0.22; P 0.40; O -0.22; O -0.22; C -0.05; O -0.26; C -0.08; H 0.08; H 0.08; H 0.08; H 0.07; H 0.08; H 0.09; H 0.09; H 0.06; H 0.08; C -0.02; O -0.24; P 0.32; O -0.26; O -0.23; C -0.06; O -0.24; C -0.06; H 0.07; H 0.09; H 0.11; H 0.09; H 0.07; H 0.11; H 0.07; H 0.09; H 0.10; C -0.04; O -0.24; P 0.40; O -0.22; O -0.19; C -0.11; O -0.19; C -0.04; H 0.09; H 0.06; H 0.06; H 0.08; H 0.09; H 0.06; H 0.10; H 0.10; H 0.07; C -0.07; O 0.04; C -0.58; O 0.12; O 0.03; C -0.05; H 0.10; H 0.09; H 0.09; H 0.10; H 0.06; H 0.10; C -0.08; O -0.03; C -0.63; O 0.11; O 0.00; C 0.03; H 0.08; H 0.04; H 0.13; H 0.09; H 0.10; H 0.09; C 0.00; O -0.06; C -0.67; O 0.17; O 0.02; C -0.03; H 0.10; H 0.08; H 0.11; H 0.09; H 0.13; H 0.05; C -0.05; O -0.01; C -0.60; O 0.14; O -0.05; C -0.01; H 0.09; H 0.11; H 0.10; H 0.07; H 0.12; H 0.08

2.
The following is a quantum chemistry calculation of a molecular structure, C36H83AsBMnN14Si3 in a non-equilibrium geometry, from the OMol25 dataset.

Expectation value of S² ... 0.765
Kohn-Sham gap (alpha / beta) ... 7.654 / 8.027 eV
E ... -6468.05114 hartree
Charge ... +1
Spin multiplicity ... 2
Molecular weight ... 937.1 g/mol

Geometry (Å):
Mn 1.206 0.934 0.303
C 0.756 5.524 -3.315
N 1.324 4.563 -2.399
C 2.765 4.588 -2.329
C 0.554 3.679 -1.666
N 0.779 2.388 -1.611
C 1.366 1.806 -2.812
C 2.785 1.286 -2.608
N 2.852 0.248 -1.578
C 2.587 -1.072 -2.167
C 1.141 -1.569 -1.983
N 1.154 -2.843 -1.321
C 0.843 -3.932 -1.918
N 1.040 -5.099 -1.244
C 1.644 -5.030 0.070
C 0.422 -6.354 -1.606
N 0.415 -3.930 -3.271
C -0.849 -4.526 -3.648
C 1.497 -4.230 -4.185
C 4.161 0.248 -0.914
C 4.090 -0.455 0.436
N 3.305 0.347 1.359
C 3.662 0.280 2.611
N 4.511 -0.684 3.106
C 5.532 -0.355 4.073
C 4.331 -2.101 2.899
N 3.276 1.233 3.499
C 2.948 0.897 4.863
C 3.267 2.633 3.166
N -0.522 4.207 -1.046
C -1.590 3.354 -0.594
C -0.653 5.600 -0.693
H 0.871 6.554 -2.963
H -0.298 5.314 -3.469
H 1.267 5.439 -4.278
H 3.242 4.184 -3.232
H 3.098 4.040 -1.449
H 3.096 5.625 -2.220
H 1.382 2.540 -3.630
H 0.711 0.983 -3.116
H 3.416 2.117 -2.299
H 3.167 0.921 -3.572
H 3.236 -1.808 -1.690
H 2.830 -1.061 -3.237
H 0.630 -1.604 -2.953
H 0.615 -0.845 -1.308
H 0.906 -4.810 0.846
H 2.393 -4.238 0.066
H 2.125 -5.983 0.291
H 0.741 -7.117 -0.898
H -0.668 -6.292 -1.565
H 0.719 -6.677 -2.605
H -1.565 -4.398 -2.841
H -0.777 -5.586 -3.915
H -1.218 -3.989 -4.524
H 2.399 -3.722 -3.847
H 1.232 -3.860 -5.175
H 1.709 -5.306 -4.261
H 4.458 1.283 -0.727
H 4.926 -0.234 -1.543
H 5.110 -0.568 0.823
H 3.653 -1.449 0.302
H 5.662 0.721 4.135
H 6.475 -0.800 3.743
H 5.307 -0.749 5.069
H 3.438 -2.275 2.309
H 4.203 -2.593 3.869
H 5.200 -2.545 2.404
H 3.661 1.321 5.577
H 2.921 -0.184 4.977
H 1.952 1.289 5.089
H 4.172 3.123 3.544
H 2.408 3.120 3.623
H 3.225 2.739 2.083
H -2.540 3.723 -0.982
H -1.401 2.341 -0.950
H -1.639 3.333 0.493
H 0.315 6.091 -0.731
H -1.040 5.678 0.325
H -1.346 6.115 -1.365
B -0.689 0.855 3.373
N -0.103 2.221 2.924
C -0.302 3.358 3.595
C 0.225 4.407 2.861
C 0.740 3.798 1.726
N 0.523 2.478 1.771
N 0.175 -0.318 2.903
C 0.530 -1.360 3.659
C 1.010 -2.363 2.836
C 0.911 -1.830 1.554
N 0.395 -0.598 1.610
H -0.750 0.845 4.561
H -1.754 0.725 2.837
H -0.805 3.378 4.540
H 0.239 5.441 3.130
H 1.268 4.238 0.902
H 0.403 -1.352 4.723
H 1.367 -3.333 3.124
H 1.129 -2.286 0.605
C -4.625 0.093 2.961
Si -4.258 1.089 1.367
C -5.881 1.488 0.429
C -3.676 2.811 1.989
As -2.655 -0.087 -0.028
Si -3.380 -2.370 0.252
C -4.966 -2.686 1.282
C -1.952 -3.330 1.085
C -3.738 -3.368 -1.353
Si -3.511 0.132 -2.268
C -3.620 1.887 -3.043
C -5.282 -0.593 -2.429
C -2.271 -0.792 -3.409
H -5.630 -0.317 2.969
H -4.522 0.728 3.836
H -3.923 -0.727 3.073
H -6.478 2.212 0.974
H -6.501 0.612 0.275
H -5.670 1.915 -0.546
H -4.193 3.069 2.910
H -3.896 3.598 1.274
H -2.616 2.829 2.218
H -4.768 -2.733 2.346
H -5.404 -3.638 0.995
H -5.713 -1.916 1.119
H -1.090 -3.360 0.423
H -2.246 -4.351 1.317
H -1.642 -2.854 2.011
H -4.797 -3.378 -1.586
H -3.435 -4.402 -1.213
H -3.218 -2.982 -2.220
H -4.031 1.821 -4.047
H -4.277 2.536 -2.474
H -2.651 2.369 -3.125
H -5.565 -1.109 -1.516
H -5.369 -1.300 -3.249
H -6.008 0.197 -2.599
H -1.601 -0.093 -3.902
H -2.772 -1.355 -4.192
H -1.660 -1.483 -2.835

Results of the Löwdin charge analysis, in e, for atoms 1 through 99: Mn 0.83; C -0.06; N -0.18; C -0.05; C -0.40; N 0.03; C -0.19; C -0.19; N -0.18; C -0.16; C -0.21; N 0.06; C -0.38; N -0.13; C -0.05; C -0.04; N -0.19; C -0.08; C -0.06; C -0.18; C -0.21; N 0.06; C -0.39; N -0.16; C -0.05; C -0.06; N -0.15; C -0.04; C -0.04; N -0.13; C -0.08; C -0.04; H 0.09; H 0.10; H 0.10; H 0.09; H 0.09; H 0.10; H 0.12; H 0.10; H 0.08; H 0.13; H 0.11; H 0.12; H 0.10; H 0.08; H 0.08; H 0.08; H 0.09; H 0.09; H 0.09; H 0.08; H 0.07; H 0.08; H 0.09; H 0.09; H 0.09; H 0.09; H 0.12; H 0.14; H 0.13; H 0.10; H 0.10; H 0.10; H 0.09; H 0.05; H 0.10; H 0.10; H 0.10; H 0.09; H 0.09; H 0.10; H 0.07; H 0.07; H 0.10; H 0.02; H 0.05; H 0.09; H 0.09; H 0.10; B -0.46; N -0.06; C -0.10; C -0.06; C -0.20; N 0.00; N -0.06; C -0.08; C -0.07; C -0.18; N -0.03; H 0.08; H 0.04; H 0.13; H 0.10; H 0.10; H 0.13; H 0.10; H 0.06

3.
The following is a quantum chemistry calculation of a molecular structure, C36H84Li2N4O16 in a non-equilibrium geometry, from the OMol25 dataset.

Kohn-Sham gap ... 8.542 eV
E ... -2859.52443 hartree
Charge ... +2
Relative energy (zero: lowest compared OMol25 entry of this formula, charge and spin) ... 12.05 kcal/mol
Spin multiplicity ... 1
Molecular weight ... 843.0 g/mol

Geometry (Å):
Li 1.846 0.606 -2.906
Li -0.090 -0.568 -0.271
C -3.515 0.942 1.744
C -4.437 0.099 0.865
N -5.021 0.726 -0.435
C -5.256 2.259 -0.290
C -3.938 0.518 -1.640
C -4.497 0.787 -3.092
C -6.397 0.154 -0.786
C -6.408 -1.390 -0.871
O -5.633 -1.996 -1.912
C -5.782 -3.427 -2.236
H -4.079 1.656 2.344
H -2.745 1.535 1.252
H -2.997 0.145 2.279
H -5.267 -0.269 1.468
H -3.885 -0.757 0.475
H -5.811 2.691 -1.123
H -4.354 2.867 -0.222
H -5.866 2.538 0.569
H -3.763 -0.553 -1.539
H -3.089 1.101 -1.285
H -5.364 0.165 -3.316
H -3.703 0.521 -3.789
H -4.653 1.862 -3.184
H -6.659 0.644 -1.724
H -7.034 0.417 0.058
H -7.376 -1.579 -1.336
H -6.287 -2.044 -0.007
H -5.435 -3.544 -3.263
H -6.848 -3.599 -2.381
H -5.244 -4.095 -1.564
C 1.188 -3.968 -1.342
C 0.125 -4.692 -2.169
N -1.071 -5.313 -1.367
C -0.253 -6.200 -0.325
C -1.933 -4.205 -0.718
C -2.848 -4.731 0.458
C -2.031 -6.197 -2.269
C -2.314 -5.727 -3.711
O -2.716 -4.379 -3.735
C -2.718 -3.982 -5.143
H 1.979 -3.492 -1.922
H 1.574 -4.680 -0.613
H 0.812 -3.073 -0.847
H 0.516 -5.441 -2.858
H -0.427 -3.972 -2.774
H 0.624 -6.679 -0.762
H -0.938 -6.993 -0.026
H -0.012 -5.468 0.446
H -2.412 -3.773 -1.597
H -1.306 -3.534 -0.131
H -3.742 -5.291 0.184
H -3.276 -3.951 1.087
H -2.299 -5.320 1.193
H -2.908 -6.317 -1.633
H -1.574 -7.186 -2.319
H -3.090 -6.361 -4.140
H -1.368 -5.914 -4.221
H -1.698 -3.936 -5.525
H -3.107 -2.977 -5.304
H -3.309 -4.553 -5.859
C 3.333 1.000 3.267
C 1.750 1.049 3.007
N 0.980 1.948 4.049
C 0.923 1.158 5.342
C 1.701 3.316 4.298
C 1.826 4.181 3.018
C -0.355 2.139 3.275
C -1.431 2.950 4.061
O -1.642 2.304 5.292
C -2.791 1.381 5.282
H 3.709 2.009 3.097
H 3.872 0.279 2.652
H 3.413 0.642 4.294
H 1.266 0.075 2.926
H 1.558 1.520 2.043
H 0.545 1.851 6.093
H 1.927 1.020 5.745
H 0.176 0.397 5.118
H 2.702 3.150 4.698
H 1.037 3.772 5.032
H 0.880 4.720 2.957
H 2.185 3.750 2.084
H 2.464 5.004 3.340
H -0.737 1.136 3.081
H -0.069 2.704 2.388
H -2.277 3.095 3.390
H -0.983 3.925 4.256
H -3.772 1.712 4.941
H -2.921 1.124 6.333
H -2.475 0.462 4.788
C 5.260 5.456 0.442
C 6.110 4.595 -0.549
N 5.373 3.668 -1.604
C 4.579 4.483 -2.658
C 6.431 2.765 -2.291
C 5.866 1.926 -3.514
C 4.391 2.710 -0.867
C 4.858 1.757 0.266
O 5.587 2.517 1.267
C 6.682 1.846 1.791
H 4.646 6.233 -0.013
H 5.984 5.952 1.089
H 4.531 5.050 1.144
H 6.869 4.057 0.018
H 6.708 5.250 -1.183
H 5.247 4.876 -3.425
H 4.152 5.296 -2.071
H 3.838 3.937 -3.242
H 6.722 2.139 -1.447
H 7.258 3.461 -2.436
H 5.233 2.520 -4.173
H 5.331 1.073 -3.097
H 6.748 1.558 -4.040
H 3.847 2.122 -1.606
H 3.626 3.344 -0.418
H 5.429 0.887 -0.059
H 3.960 1.328 0.710
H 7.063 2.370 2.668
H 7.457 1.780 1.028
H 6.386 0.821 2.015
O -1.664 -0.955 -4.223
C -0.657 -1.073 -3.322
O -0.993 -1.255 -2.136
O 0.561 -0.877 -3.583
H -2.345 -1.330 -3.660
O -1.760 -2.758 3.202
C -0.669 -2.224 2.656
O 0.365 -2.407 3.261
O -0.711 -1.540 1.599
H -1.195 -2.913 3.962
O 3.815 -1.740 0.050
C 3.003 -0.874 -0.546
O 1.931 -0.572 -0.040
O 3.238 -0.423 -1.662
H 3.274 -1.973 0.808
O -0.022 3.602 -0.454
C 0.068 2.322 -0.756
O -0.546 1.428 -0.160
O 0.979 2.088 -1.586
H 0.481 3.812 -1.244

Results of the Löwdin charge analysis, in e, for atoms 1 through 99: Li 0.72; Li 0.62; C -0.06; C -0.13; N -0.21; C 0.00; C -0.07; C -0.02; C -0.07; C -0.17; O -0.25; C -0.03; H 0.07; H 0.07; H 0.08; H 0.13; H 0.12; H 0.10; H 0.10; H 0.10; H 0.09; H 0.12; H 0.07; H 0.07; H 0.08; H 0.13; H 0.14; H 0.13; H 0.13; H 0.08; H 0.09; H 0.08; C -0.04; C -0.14; N -0.20; C 0.04; C -0.11; C -0.05; C -0.04; C -0.21; O -0.20; C -0.07; H 0.10; H 0.07; H 0.07; H 0.13; H 0.11; H 0.11; H 0.10; H 0.10; H 0.11; H 0.10; H 0.06; H 0.07; H 0.08; H 0.12; H 0.13; H 0.14; H 0.12; H 0.10; H 0.08; H 0.10; C -0.02; C -0.11; N -0.22; C 0.03; C -0.12; C -0.05; C -0.07; C -0.18; O -0.20; C -0.04; H 0.06; H 0.08; H 0.07; H 0.11; H 0.10; H 0.10; H 0.11; H 0.12; H 0.12; H 0.12; H 0.08; H 0.08; H 0.09; H 0.12; H 0.11; H 0.12; H 0.11; H 0.09; H 0.09; H 0.08; C -0.05; C -0.11; N -0.22; C 0.04; C -0.11; C -0.01; C -0.06